(1)
# C3H12N3Si

An isolated ion of composition C3H12N3Si and charge +1 at a distorted geometry (ωB97M-V/def2-TZVPD, the Open Molecules 2025 dataset).

Structure (XYZ):
```
19
Properties=species:S:1:pos:R:3:mulliken_charge:R:1
C 0.708 1.462 -0.859 -0.274
C 2.329 0.057 0.164 -0.722
C -1.962 0.901 0.631 -0.973
N 0.792 -1.918 0.326 -0.706
N 0.993 0.287 -0.394 0.323
N 0.188 -0.778 -0.234 0.119
Si -1.654 -0.687 -0.576 0.236
H -0.307 1.549 -1.295 0.412
H 0.672 -2.804 -0.193 0.275
H 1.235 2.482 -0.642 0.208
H 2.191 -0.138 1.294 0.302
H 2.712 -0.820 -0.370 0.301
H 2.928 1.047 0.015 0.310
H -1.594 0.739 1.652 0.315
H -3.124 1.016 0.788 0.329
H -1.519 1.879 0.328 0.306
H 0.332 -2.002 1.253 0.276
H -2.099 -1.983 0.159 -0.018
H -1.982 -0.284 -1.917 -0.019
```

Kohn-Sham gap (eV): 9.7
SMILES string: C=[N+](C)N(N)[SiH2]C
Net charge: +1
HOMO energy (eV): -13.7
Strongest force on any atom (eV Å⁻¹): 4.3
Electronic energy (eV): -15643.681

(2)
# C25H49Cl14NOSi2

C25H49Cl14NOSi2 as an isolated structure at a distorted geometry (ωB97M-V/def2-TZVPD, the Open Molecules 2025 dataset).

Structure (XYZ):
```
92
Properties=species:S:1:pos:R:3:mulliken_charge:R:1
C 1.816 -1.323 0.474 -0.424
C 2.244 0.150 0.687 -0.690
C 1.864 1.073 -0.479 -0.204
N 2.401 0.675 -1.799 -0.291
Si 1.133 0.095 -2.860 -0.013
O -0.002 -0.771 -1.984 0.641
Si -1.281 -1.362 -2.910 0.097
C -2.761 -1.506 -1.706 -1.100
C -2.555 -0.419 -0.645 0.792
C -2.096 -0.800 0.603 -0.809
C -1.836 0.119 1.617 -0.514
C -2.050 1.456 1.348 -0.672
C -2.530 1.845 0.107 -1.159
C -2.791 0.947 -0.918 1.454
C -3.296 1.520 -2.247 -1.296
H 2.180 -1.960 1.287 0.446
H 2.068 -1.704 -0.522 0.184
H 0.719 -1.336 0.541 -0.294
H 3.334 0.146 0.854 0.385
H 1.745 0.549 1.583 0.317
H 2.308 2.059 -0.241 0.255
H 0.778 1.254 -0.542 -0.080
H 3.149 -0.008 -1.727 0.331
H 1.766 -0.768 -3.881 -0.219
H 0.554 1.255 -3.521 -0.121
H -0.951 -2.630 -3.578 -0.198
H -1.668 -0.303 -3.874 -0.160
H -2.761 -2.499 -1.238 0.139
H -3.716 -1.377 -2.235 0.486
H -1.914 -1.851 0.840 0.488
H -1.452 -0.250 2.566 0.534
H -1.829 2.197 2.118 0.359
H -2.706 2.923 -0.075 0.653
H -3.736 0.687 -2.816 0.332
H -2.470 1.896 -2.873 -0.077
H -4.058 2.292 -2.098 0.448
Cl -1.333 4.302 -0.269 -0.109
C -0.848 5.981 -0.645 -0.586
C 0.650 6.134 -0.728 -0.469
Cl 1.431 5.945 0.865 -0.220
H -1.274 6.634 0.112 0.287
H -1.296 6.231 -1.606 0.302
H 0.899 7.133 -1.086 0.336
H 1.091 5.408 -1.407 0.370
Cl -0.893 2.994 -4.582 -0.098
C -0.872 3.119 -6.359 -0.586
C -1.140 1.788 -7.017 -0.462
Cl 0.184 0.615 -6.775 -0.163
H 0.091 3.530 -6.655 0.338
H -1.647 3.830 -6.642 0.313
H -1.248 1.925 -8.092 0.366
H -2.053 1.336 -6.635 0.286
Cl 0.245 9.628 0.990 -0.184
C 1.905 9.326 1.567 -0.379
C 2.741 10.582 1.569 -0.435
Cl 3.096 11.155 -0.081 -0.190
H 2.344 8.554 0.942 0.247
H 1.822 8.937 2.581 0.321
H 3.699 10.383 2.048 0.304
H 2.250 11.389 2.107 0.325
Cl 2.642 -5.353 3.904 -0.211
C 2.005 -6.090 2.408 -0.533
C 1.795 -5.070 1.320 -0.082
Cl 0.459 -3.952 1.692 0.058
H 1.082 -6.610 2.654 0.366
H 2.738 -6.828 2.082 0.350
H 1.536 -5.573 0.388 0.370
H 2.690 -4.478 1.149 -0.308
Cl -2.477 -7.273 0.943 -0.224
C -2.924 -5.661 1.580 0.481
C -4.333 -5.286 1.200 -0.265
Cl -4.504 -4.983 -0.551 -0.208
H -2.196 -4.942 1.212 -0.118
H -2.826 -5.714 2.674 -0.200
H -4.618 -4.370 1.707 0.049
H -5.040 -6.066 1.476 0.434
Cl -2.113 -4.811 4.419 -0.164
C -2.463 -3.226 5.176 -0.397
C -3.822 -2.689 4.810 -0.647
Cl -3.915 -2.195 3.097 -0.069
H -1.675 -2.534 4.888 0.255
H -2.405 -3.382 6.253 0.351
H -4.039 -1.799 5.400 0.380
H -4.602 -3.423 4.998 0.343
Cl 7.556 -3.086 0.737 -0.191
C 6.520 -4.078 1.793 -0.408
C 5.896 -5.234 1.054 -0.405
Cl 4.682 -4.694 -0.137 -0.146
H 5.763 -3.429 2.229 0.277
H 7.152 -4.455 2.596 0.324
H 5.380 -5.886 1.759 0.191
H 6.643 -5.824 0.528 0.414
```

Kohn-Sham gap (eV): 8.9
HOMO energy (eV): -8.4
Strongest force on any atom (eV Å⁻¹): 1.7
Electronic energy (eV): -221330.634

(3)
# C4H8NO2

An isolated ion of composition C4H8NO2 and charge +1 at a distorted geometry (ωB97M-V/def2-TZVPD, the Open Molecules 2025 dataset).

Structure (XYZ):
```
15
Properties=species:S:1:pos:R:3:mulliken_charge:R:1
C 0.800 -0.649 0.065 0.597
C -0.603 -1.091 0.249 -0.721
C -1.406 0.129 -0.464 -0.620
C -0.579 1.210 0.033 -0.579
N 0.865 0.646 -0.005 0.197
O 1.832 -1.446 0.049 -0.444
O 1.883 1.537 -0.199 -0.360
H -0.949 -2.018 -0.152 0.468
H -0.897 -1.174 1.369 0.330
H -1.560 0.024 -1.535 0.318
H -2.390 0.346 -0.210 0.390
H -0.557 2.054 -0.599 0.369
H -0.675 1.653 1.069 0.296
H 1.520 -2.329 0.258 0.373
H 2.716 1.107 0.073 0.386
```

Kohn-Sham gap (eV): 11.7
SMILES string: OC1=[N+](O)CCC1
Net charge: +1
HOMO energy (eV): -15.2
Strongest force on any atom (eV Å⁻¹): 4.0
Electronic energy (eV): -9853.677

(4)
# C36H31I2N4NaOP

C36H31I2N4NaOP as an isolated structure (ωB97M-V/def2-TZVPD, the Open Molecules 2025 dataset).

Structure (XYZ):
```
76
Properties=species:S:1:pos:R:3:mulliken_charge:R:1
Na 1.614 -0.040 0.075 0.732
C 0.439 0.162 3.466 -1.766
N 1.448 0.330 2.446 0.558
C 2.675 0.203 2.820 -0.144
C 3.829 0.385 1.999 0.202
C 5.157 0.206 2.423 -0.827
C 5.955 0.499 1.322 -0.529
C 5.062 0.839 0.290 -0.686
N 3.786 0.778 0.683 -0.304
C -0.169 1.478 3.912 0.915
C -1.037 1.502 5.002 -0.428
C -1.613 2.688 5.425 -0.659
C -1.341 3.875 4.753 -0.587
C -0.475 3.860 3.671 -0.694
C 0.113 2.670 3.256 -0.410
H 0.835 -0.354 4.353 0.648
H -0.371 -0.463 3.072 0.188
H 2.894 -0.073 3.861 0.246
H 5.474 -0.102 3.410 0.433
H 7.033 0.471 1.259 0.402
H 5.312 1.126 -0.724 0.437
H -1.259 0.576 5.521 0.394
H -2.278 2.689 6.281 0.469
H -1.794 4.803 5.080 0.383
H -0.245 4.780 3.146 0.515
H 0.807 2.658 2.425 0.522
O 0.094 1.162 -1.307 -0.904
C -0.746 1.769 -0.719 0.804
C -0.900 3.186 -0.314 -0.484
C -0.149 4.343 -0.486 -0.524
C -0.669 5.504 0.057 -0.608
C -1.897 5.495 0.730 -0.802
C -2.633 4.330 0.891 -0.156
C -2.115 3.163 0.346 0.731
P -2.517 1.339 0.061 0.677
C -3.746 1.122 1.414 0.542
C -4.878 0.332 1.213 -0.753
C -5.810 0.189 2.223 -0.701
C -5.611 0.814 3.450 -0.599
C -4.480 1.585 3.658 -0.720
C -3.549 1.747 2.638 0.230
C -3.520 1.436 -1.456 0.498
C -3.175 0.705 -2.588 -0.454
C -3.918 0.839 -3.751 -0.785
C -5.009 1.694 -3.787 -0.460
C -5.357 2.425 -2.659 -0.733
C -4.612 2.299 -1.498 -0.201
H 0.804 4.327 -0.999 0.552
H -0.121 6.434 -0.028 0.390
H -2.274 6.423 1.143 0.432
H -3.574 4.339 1.428 0.511
H -5.012 -0.190 0.274 0.483
H -6.682 -0.432 2.062 0.414
H -6.334 0.685 4.246 0.391
H -4.306 2.059 4.616 0.431
H -2.662 2.345 2.814 -0.172
H -2.340 0.018 -2.548 0.397
H -3.650 0.261 -4.627 0.411
H -5.595 1.788 -4.693 0.375
H -6.211 3.090 -2.682 0.399
H -4.884 2.865 -0.615 0.323
N 0.160 -6.258 -0.430 -0.553
C 0.729 -5.005 -0.357 0.756
C 1.525 -4.474 -1.376 -0.584
C 2.032 -3.197 -1.241 -0.604
N 1.821 -2.415 -0.183 -0.236
C 1.098 -2.954 0.811 -0.418
C 0.546 -4.212 0.781 -0.354
H 0.074 -6.613 -1.371 0.229
H -0.744 -6.302 0.049 0.116
H 1.716 -5.045 -2.277 0.297
H 2.624 -2.765 -2.042 0.382
H 0.936 -2.318 1.676 0.317
H -0.078 -4.566 1.590 0.456
I -1.975 -1.219 0.179 0.060
I -3.176 -5.147 0.430 -0.806
```

Kohn-Sham gap (eV): 5.3
Net charge: -1
HOMO energy (eV): -4.1
Strongest force on any atom (eV Å⁻¹): 0.4
Electronic energy (eV): -75753.939

(5)
# C32H35N8OPbS2

C32H35N8OPbS2 as an isolated structure at a distorted geometry (ωB97M-V/def2-TZVPD, the Open Molecules 2025 dataset).

Structure (XYZ):
```
79
Properties=species:S:1:pos:R:3:mulliken_charge:R:1
Pb 0.955 1.498 -0.070 1.152
C -3.189 2.029 2.652 -1.835
C -1.970 1.508 1.932 0.106
N -1.004 2.287 1.580 1.799
N -1.094 3.600 1.784 -1.723
C 0.026 4.275 1.703 0.317
N -0.089 5.639 1.756 -0.498
S 1.602 3.631 1.701 -0.556
C -1.840 0.108 1.590 0.662
C -2.929 -0.774 1.688 -0.830
C -2.771 -2.090 1.315 -0.908
C -1.533 -2.517 0.855 -1.141
C -0.512 -1.584 0.789 -0.396
N -0.650 -0.324 1.146 0.847
H -2.911 2.970 3.121 0.495
H -3.546 1.323 3.398 0.428
H -3.992 2.230 1.943 0.248
H -0.978 6.023 1.472 0.245
H 0.736 6.126 1.447 0.239
H -3.889 -0.418 2.028 0.442
H -3.607 -2.773 1.377 0.419
H -1.364 -3.533 0.535 0.432
H 0.468 -1.866 0.427 0.524
C 3.179 -0.437 1.780 -1.590
N 3.003 0.663 0.875 0.630
C 4.025 1.330 0.459 -0.163
C 3.945 2.366 -0.484 0.072
C 4.965 3.219 -0.942 -1.052
C 4.371 4.079 -1.847 -0.583
C 3.025 3.710 -1.911 -0.881
N 2.764 2.695 -1.099 0.294
C 2.479 -0.195 3.095 0.868
C 1.487 -1.045 3.564 -0.117
C 0.874 -0.805 4.782 -0.629
C 1.259 0.276 5.553 -0.494
C 2.250 1.127 5.094 -0.653
C 2.851 0.895 3.872 -0.303
H 4.254 -0.604 1.979 0.435
H 2.771 -1.336 1.301 0.213
H 5.026 1.085 0.834 0.283
H 5.995 3.204 -0.632 0.469
H 4.836 4.880 -2.393 0.414
H 2.249 4.148 -2.515 0.453
H 1.188 -1.900 2.976 0.356
H 0.094 -1.468 5.130 0.398
H 0.785 0.459 6.507 0.377
H 2.557 1.973 5.692 0.385
H 3.609 1.569 3.503 0.308
C -0.943 -3.979 -3.258 -0.718
C -0.540 -2.823 -4.176 -0.653
N 0.599 -2.101 -3.644 0.110
C 1.915 -2.438 -4.127 -0.846
C 2.609 -3.566 -3.362 -0.915
C 0.395 -1.262 -2.586 0.372
S 1.743 -0.742 -1.691 -0.613
N -0.873 -1.076 -2.287 0.246
C -1.518 -0.018 -1.828 -0.882
O -1.112 1.151 -1.743 -0.820
C -2.963 -0.324 -1.571 0.855
C -3.793 0.672 -1.072 -0.609
C -5.148 0.442 -0.923 -0.776
C -5.689 -0.779 -1.291 -0.445
C -4.860 -1.784 -1.761 -0.670
C -3.504 -1.563 -1.893 0.119
H -1.888 -4.416 -3.571 0.328
H -1.041 -3.596 -2.248 -0.066
H -0.183 -4.754 -3.262 0.349
H -1.376 -2.124 -4.273 0.450
H -0.283 -3.203 -5.169 0.372
H 2.537 -1.542 -4.058 0.411
H 1.811 -2.722 -5.181 0.412
H 2.719 -3.278 -2.321 0.209
H 3.596 -3.736 -3.785 0.398
H 2.046 -4.495 -3.424 0.277
H -3.346 1.620 -0.813 0.601
H -5.792 1.214 -0.522 0.414
H -6.754 -0.951 -1.212 0.385
H -5.277 -2.742 -2.039 0.410
H -2.850 -2.339 -2.250 0.338
```

Kohn-Sham gap (eV): 6.4
Net charge: -1
HOMO energy (eV): -3.8
Strongest force on any atom (eV Å⁻¹): 1.5
Electronic energy (eV): -74641.893

(6)
# C5H11NO

One molecule with the formula C5H11NO (ωB97M-V/def2-TZVPD, the Open Molecules 2025 dataset).

Structure (XYZ):
```
18
Properties=species:S:1:pos:R:3:mulliken_charge:R:1
C 2.801 0.565 -0.135 -0.844
N 1.423 0.372 -0.531 -0.197
C 0.509 -0.222 0.292 0.440
O 0.796 -0.657 1.396 -0.644
C -0.914 -0.274 -0.267 0.618
C -1.639 -1.511 0.256 -1.472
C -1.655 1.013 0.124 -1.350
H 3.009 1.606 0.140 0.277
H 3.480 0.271 -0.942 0.291
H 2.978 -0.069 0.735 0.310
H 1.106 0.745 -1.412 0.236
H -0.856 -0.328 -1.364 0.236
H -1.672 -1.487 1.349 0.288
H -1.122 -2.429 -0.042 0.355
H -2.664 -1.550 -0.129 0.407
H -2.680 1.000 -0.265 0.382
H -1.706 1.103 1.215 0.326
H -1.151 1.904 -0.268 0.340
```

Kohn-Sham gap (eV): 10.5
SMILES string: CNC(=O)C(C)C
HOMO energy (eV): -9.6
Strongest force on any atom (eV Å⁻¹): 0.4
Electronic energy (eV): -8901.614